This record from OMol25 describes a structure of composition C6H7N at a distorted geometry. The level of theory is the ωB97M-V functional and the def2-TZVPD basis.

The calculation puts the orbital gap at 10.46 eV. The energy above the lowest of the compared OMol25 structures with the same formula, charge and spin comes out at 392.9 kJ/mol. The molar mass comes out at 93.1 g/mol.

The geometry in XYZ format:
```
14
C6H7N the ωB97M-V functional and the def2-TZVPD basis
C -1.31 -1.11 -0.04
C -1.84 -0.06 0.54
C 0.75 0.43 -0.07
C -0.32 -0.26 -0.85
C -1.15 0.93 -0.30
C 2.12 0.02 0.36
N 0.04 1.36 0.40
H -1.51 -2.20 0.08
H -2.37 -0.11 1.47
H -0.03 -0.44 -1.93
H -1.77 1.66 -0.93
H 2.87 0.95 0.20
H 2.49 -0.72 -0.37
H 2.02 -0.44 1.43
```

=====

This record from OMol25 describes a cluster of 2 separate species, C11H13BrFO2 in total at a distorted geometry. The level of theory is the ωB97M-V functional and the def2-TZVPD basis.

Its charge is -1. The calculation puts the orbital gap at 5.19 eV. The molar mass comes out at 276.1 g/mol.

The geometry in XYZ format:
```
28
C11H13BrFO2 the ωB97M-V functional and the def2-TZVPD basis
C -0.48 0.81 2.06
C -0.33 2.08 1.19
C 0.67 1.95 0.01
C 0.27 0.93 -1.10
C -1.16 1.29 -1.58
C 0.46 -0.54 -0.73
C 1.68 -1.06 -0.54
Br 3.30 -0.04 -0.76
C 1.90 -2.51 -0.13
O 2.90 -2.83 0.42
C 0.82 -3.51 -0.46
C -0.38 -3.02 -0.67
C -0.68 -1.53 -0.54
O -1.79 -1.23 -0.26
H 0.40 0.14 1.87
H -0.53 1.00 3.14
H -1.39 0.25 1.70
H 0.08 2.88 1.85
H -1.32 2.44 0.88
H 0.69 2.94 -0.48
H 1.68 1.79 0.43
H 0.94 1.12 -1.96
H -1.93 1.05 -0.83
H -1.19 2.39 -1.67
H -1.42 0.89 -2.57
H 1.05 -4.58 -0.53
H -1.19 -3.72 -0.91
F -3.07 0.63 2.17
```

=====

This record from OMol25 describes a cluster of 8 separate species, C25H49Cl14FINO5P in total at a distorted geometry. The level of theory is the ωB97M-V functional and the def2-TZVPD basis.

Its charge is +1. The calculation puts the orbital gap at 6.81 eV. The molar mass comes out at 1116.9 g/mol.

The geometry in XYZ format:
```
97
C25H49Cl14FINO5P the ωB97M-V functional and the def2-TZVPD basis
C 6.49 -2.08 2.58
C 5.62 -1.85 1.34
C 4.76 -3.02 0.88
I 5.94 -4.73 0.34
C 3.71 -3.47 1.89
O 4.31 -4.13 3.02
C 2.86 -2.40 2.49
N 1.68 -2.79 2.77
C 0.73 -1.90 3.46
P -0.43 -0.98 2.35
O 0.28 0.04 1.61
O -1.23 -1.93 1.39
O -1.50 -0.37 3.37
C 1.46 -4.22 2.37
C 0.13 -4.55 1.74
C -1.03 -4.73 2.74
C -1.06 -6.15 3.30
O -2.22 -4.42 2.01
C 2.62 -4.48 1.39
F 2.98 -5.77 1.58
H 6.00 -1.70 3.47
H 7.43 -1.54 2.49
H 6.72 -3.12 2.74
H 5.01 -0.96 1.46
H 6.28 -1.62 0.51
H 4.23 -2.76 -0.03
H 4.36 -3.55 3.79
H 3.23 -1.40 2.68
H 1.31 -1.12 3.93
H 0.24 -2.44 4.27
H -1.97 -2.43 1.79
H -1.70 -0.94 4.12
H 1.57 -4.79 3.29
H 0.26 -5.51 1.24
H -0.13 -3.85 0.96
H -0.94 -4.01 3.56
H -2.04 -6.39 3.70
H -0.34 -6.26 4.11
H -0.83 -6.88 2.53
H -2.85 -5.12 2.12
H 2.38 -4.23 0.36
Cl -5.26 -3.36 -2.44
C -4.00 -2.98 -1.23
C -2.84 -3.93 -1.30
Cl -3.23 -5.58 -0.77
H -4.47 -2.99 -0.25
H -3.66 -1.97 -1.44
H -2.05 -3.57 -0.64
H -2.44 -3.99 -2.31
Cl -1.19 4.89 -1.82
C -0.97 3.23 -1.22
C -0.03 3.17 -0.04
Cl 1.65 3.56 -0.50
H -0.61 2.62 -2.05
H -1.95 2.86 -0.93
H -0.02 2.16 0.37
H -0.34 3.86 0.74
Cl -3.71 1.33 -2.16
C -4.98 1.19 -3.41
C -4.85 -0.09 -4.19
Cl -3.40 -0.12 -5.22
H -4.90 2.07 -4.06
H -5.93 1.23 -2.90
H -5.71 -0.20 -4.85
H -4.80 -0.95 -3.53
Cl -1.61 -6.30 -3.59
C -3.16 -6.15 -4.46
C -2.96 -6.02 -5.95
Cl -2.22 -4.46 -6.37
H -3.70 -5.30 -4.06
H -3.73 -7.05 -4.24
H -3.93 -6.06 -6.45
H -2.33 -6.81 -6.34
Cl 3.01 9.91 -1.72
C 1.52 8.94 -1.88
C 1.79 7.59 -2.50
Cl 2.26 7.72 -4.21
H 0.81 9.52 -2.48
H 1.11 8.81 -0.88
H 0.88 6.99 -2.46
H 2.58 7.07 -1.97
Cl 6.48 9.72 2.99
C 6.77 10.68 1.52
C 6.52 9.90 0.26
Cl 7.73 8.61 0.02
H 7.79 11.05 1.56
H 6.09 11.53 1.56
H 6.58 10.56 -0.60
H 5.54 9.43 0.27
Cl -7.84 4.66 1.23
C -6.34 3.73 0.95
C -5.55 4.26 -0.22
Cl -6.38 3.97 -1.78
H -6.62 2.69 0.80
H -5.74 3.81 1.85
H -4.59 3.74 -0.28
H -5.37 5.32 -0.13
```

=====

This record from OMol25 describes the ion C7H15N2 with charge +1 at a distorted geometry. The level of theory is the ωB97M-V functional and the def2-TZVPD basis.

Its charge is +1. The calculation puts the orbital gap at 8.77 eV. As for the SMILES: CC/C=C/N=C/[NH+](C)C. The energy above the lowest of the compared OMol25 structures with the same formula, charge and spin comes out at 406.5 kJ/mol. The molar mass comes out at 127.2 g/mol.

The geometry in XYZ format:
```
24
C7H15N2 the ωB97M-V functional and the def2-TZVPD basis
C 2.13 -2.73 2.55
C 1.07 -2.88 1.47
C 0.24 -1.76 1.12
C 0.45 -1.10 -0.06
N -0.09 -0.01 -0.62
C -1.18 0.63 -0.65
N -1.25 1.79 -1.58
C -2.09 2.87 -1.02
C 0.16 2.22 -1.85
H 2.86 -3.58 2.64
H 1.72 -2.44 3.49
H 2.68 -1.87 2.20
H 0.36 -3.77 1.92
H 1.39 -3.22 0.38
H -0.52 -1.22 1.73
H 1.24 -1.33 -0.63
H -2.09 0.29 -0.05
H -1.80 1.60 -2.38
H -1.90 3.93 -1.29
H -3.14 2.54 -1.38
H -1.98 2.90 -0.01
H 0.79 1.39 -2.25
H 0.30 2.90 -2.64
H 0.65 2.85 -1.10
```

=====

This record from OMol25 describes the molecule C5H9N3 at a distorted geometry. The level of theory is the ωB97M-V functional and the def2-TZVPD basis.

The calculation puts the orbital gap at 9.68 eV. As for the SMILES: C(=N\N1CC1)/N1CC1. The energy above the lowest of the compared OMol25 structures with the same formula, charge and spin comes out at 566.9 kJ/mol. The molar mass comes out at 111.1 g/mol.

The geometry in XYZ format:
```
17
C5H9N3 the ωB97M-V functional and the def2-TZVPD basis
C -0.69 1.02 -0.36
N 0.20 0.22 0.15
N 1.58 0.40 -0.21
C 2.33 -0.69 -0.58
C 2.60 0.02 0.72
N -2.02 0.62 -0.37
C -2.07 -0.31 0.97
C -2.15 -0.90 -0.43
H -0.53 2.03 -0.71
H 1.90 -1.65 -0.39
H 2.93 -0.67 -1.63
H 2.28 -0.58 1.62
H 3.46 0.76 0.76
H -3.02 -0.17 1.63
H -1.06 -0.51 1.50
H -1.28 -1.47 -0.69
H -3.08 -1.23 -1.01
```

=====

This record from OMol25 describes a cluster of 2 separate species, C5H6BrF8N2O6PS2 in total at a distorted geometry. The level of theory is the ωB97M-V functional and the def2-TZVPD basis.

The calculation puts the orbital gap at 3.48 eV. The molar mass comes out at 517.1 g/mol.

The geometry in XYZ format:
```
31
C5H6BrF8N2O6PS2 the ωB97M-V functional and the def2-TZVPD basis
N -0.38 4.49 1.92
P 0.55 3.27 1.46
N -0.32 1.71 1.23
C 0.54 0.83 0.34
C 1.28 -0.38 1.09
O 2.25 -0.90 0.48
Br 0.80 -1.16 2.84
S -1.92 1.86 0.50
O -2.85 2.77 1.26
O -1.82 2.31 -0.94
C -2.75 0.17 0.47
F -2.37 -0.55 1.67
F -2.37 -0.58 -0.70
C -4.36 0.23 0.47
F -4.80 -0.96 -0.21
F -4.91 1.31 -0.24
F -4.93 0.13 1.78
H -0.06 4.82 2.85
H 1.55 3.05 2.48
H 1.22 3.68 0.24
H -0.48 1.32 2.20
H -0.01 0.39 -0.57
H 1.37 1.50 -0.10
C 3.15 -4.04 -1.78
F 3.68 -3.21 -0.84
F 3.94 -5.15 -1.77
F 1.95 -4.43 -1.29
S 3.03 -3.24 -3.46
O 4.41 -2.89 -3.80
O 2.16 -2.09 -3.26
O 2.46 -4.27 -4.32
```